Density functional theory data (ωB97M-V with the def2-TZVPD basis set) for C38H38HfN5 as an isolated structure.

## Properties
Kohn-Sham gap ... 6.5845 eV
Energy above the lowest of the compared OMol25 structures with the same formula, charge and spin ... 0.8 kcal/mol
Total charge ... +3

Last column: Mulliken charge in e.
Cartesian coordinates (Å):
Hf1 -0.44 -0.06 0.28  -0.957
C1 -0.22 3.25 -0.83  -1.327
C2 -1.21 3.14 0.28  0.593
C3 -1.94 4.27 0.64  -1.019
C4 -2.85 4.21 1.66  -1.178
C5 -3.02 3.01 2.34  -0.768
C6 -2.27 1.91 1.95  0.900
N1 -1.39 1.96 0.92  0.884
C7 -2.41 0.61 2.63  0.557
C8 -3.28 0.39 3.70  -0.927
C9 -3.35 -0.88 4.25  -1.376
C10 -2.61 -1.91 3.71  -0.879
C11 -1.80 -1.65 2.61  0.473
N2 -1.69 -0.40 2.11  1.180
C12 -1.10 -2.71 1.85  0.915
C13 -1.06 -4.02 2.28  -1.097
C14 -0.55 -5.00 1.43  -1.034
C15 -0.17 -4.63 0.16  -0.933
C16 -0.22 -3.30 -0.23  0.518
C17 0.12 -2.91 -1.63  -0.702
N3 -0.62 -2.34 0.63  0.606
H1 0.18 4.26 -0.86  0.767
H2 -0.71 3.07 -1.80  0.290
H3 0.61 2.57 -0.74  -0.171
H4 -1.76 5.19 0.10  0.626
H5 -3.43 5.08 1.94  0.506
H6 -3.71 2.95 3.16  0.554
H7 -3.88 1.19 4.11  0.598
H8 -4.00 -1.06 5.10  0.502
H9 -2.70 -2.91 4.11  0.528
H10 -1.42 -4.29 3.27  0.549
H11 -0.49 -6.03 1.76  0.502
H12 0.17 -5.37 -0.55  0.559
H13 0.42 -3.79 -2.20  0.626
H14 0.95 -2.20 -1.68  -0.270
H15 -0.75 -2.47 -2.11  0.140
C18 0.53 2.34 3.47  -1.712
C19 1.30 1.76 2.33  0.790
C20 2.04 2.60 1.50  -0.283
C21 2.90 2.09 0.53  0.095
C22 3.74 2.99 -0.31  -1.890
C23 3.02 0.69 0.40  0.272
C24 2.32 -0.18 1.23  0.662
C25 2.67 -1.65 1.26  -1.611
C26 1.39 0.37 2.14  -0.853
H16 1.22 2.64 4.26  0.488
H17 -0.15 1.61 3.92  0.363
H18 -0.03 3.23 3.18  0.333
H19 1.99 3.67 1.65  0.601
H20 4.68 3.19 0.21  0.457
H21 3.26 3.95 -0.50  0.372
H22 4.00 2.52 -1.26  0.360
H23 3.75 0.30 -0.29  0.827
H24 3.53 -1.85 0.63  0.427
H25 1.86 -2.31 0.93  0.229
H26 2.92 -1.95 2.28  0.463
H27 0.95 -0.28 2.89  0.748
C27 1.40 0.74 -2.54  -0.778
N4 0.16 0.30 -1.81  1.632
C28 -0.91 0.26 -2.59  0.165
C29 -2.17 -0.04 -2.09  -0.726
C30 -3.42 -0.12 -2.70  -0.935
C31 -4.34 -0.44 -1.69  -1.175
C32 -3.61 -0.54 -0.52  -0.389
N5 -2.29 -0.30 -0.72  1.234
C33 2.06 -0.35 -3.33  0.499
C34 1.84 -0.42 -4.70  -0.585
C35 2.43 -1.43 -5.46  -0.785
C36 3.26 -2.36 -4.85  -0.583
C37 3.50 -2.28 -3.48  -0.919
C38 2.90 -1.28 -2.73  0.107
H28 2.07 1.18 -1.80  -0.814
H29 1.10 1.55 -3.21  0.950
H30 -0.79 0.48 -3.65  0.451
H31 -3.63 0.03 -3.75  0.624
H32 -5.40 -0.58 -1.80  0.525
H33 -3.98 -0.77 0.47  0.535
H34 1.23 0.32 -5.19  0.468
H35 2.26 -1.47 -6.52  0.441
H36 3.73 -3.13 -5.44  0.452
H37 4.16 -2.99 -3.01  0.481
H38 3.11 -1.23 -1.67  0.247

Density functional theory data (ωB97M-V with the def2-TZVPD basis set) for C38H39BrGaN5O2P as an isolated structure.

## Properties
Kohn-Sham gap ... 9.2922 eV
Energy above the lowest of the compared OMol25 structures with the same formula, charge and spin ... 0.0 kcal/mol
Total charge ... +1

Last column: Mulliken charge in e.
Cartesian coordinates (Å):
Ga1 0.59 -0.73 0.72  2.528
C1 3.12 0.40 2.09  -1.068
N1 2.77 -0.90 1.49  1.039
C2 3.81 -1.26 0.52  -1.228
C3 2.71 -1.91 2.56  -2.116
C4 1.34 -2.00 3.19  0.603
C5 1.20 -2.55 4.46  -0.688
C6 -0.06 -2.73 5.01  -0.920
C7 -1.18 -2.38 4.27  -0.808
C8 -1.03 -1.83 3.01  -1.206
C9 0.23 -1.60 2.46  0.692
H1 4.13 0.36 2.50  0.495
H2 2.42 0.64 2.89  0.317
H3 3.07 1.18 1.34  0.063
H4 4.77 -1.43 1.03  0.455
H5 3.95 -0.44 -0.19  0.229
H6 3.53 -2.15 -0.04  0.323
H7 3.49 -1.71 3.31  0.597
H8 2.96 -2.88 2.11  0.514
H9 2.08 -2.83 5.03  0.492
H10 -0.16 -3.15 6.00  0.382
H11 -2.17 -2.54 4.68  0.493
H12 -1.93 -1.56 2.45  0.353
N2 -1.49 -1.53 -1.68  0.580
P1 -1.64 -0.31 -0.53  1.486
C10 -3.23 -0.52 0.31  0.324
C11 -3.46 0.25 1.45  -0.207
C12 -4.64 0.10 2.16  -0.782
C13 -5.58 -0.84 1.75  -0.801
C14 -5.34 -1.63 0.64  -0.721
C15 -4.16 -1.47 -0.08  -0.964
C16 -1.85 1.17 -1.57  0.137
C17 -1.06 1.29 -2.71  -0.201
C18 -1.09 2.44 -3.48  -0.405
C19 -1.93 3.49 -3.11  -0.716
C20 -2.73 3.37 -1.98  -0.945
C21 -2.69 2.22 -1.21  -0.364
C22 -0.66 -2.63 -1.48  0.172
C23 -0.68 -3.71 -2.36  -1.148
C24 0.13 -4.79 -2.10  -0.463
C25 0.93 -4.79 -0.96  -1.174
C26 0.90 -3.68 -0.15  -0.040
N3 0.14 -2.61 -0.41  0.316
H13 -2.04 -1.54 -2.52  0.334
H14 -2.72 0.96 1.78  0.459
H15 -4.83 0.71 3.03  0.458
H16 -6.50 -0.96 2.31  0.417
H17 -6.07 -2.37 0.33  0.446
H18 -3.97 -2.10 -0.95  0.352
H19 -0.42 0.47 -3.02  0.018
H20 -0.47 2.52 -4.36  0.482
H21 -1.97 4.39 -3.71  0.424
H22 -3.40 4.17 -1.71  0.448
H23 -3.33 2.14 -0.34  0.376
H24 -1.33 -3.69 -3.22  0.563
H25 0.13 -5.64 -2.77  0.457
H26 1.56 -5.63 -0.71  0.500
H27 1.50 -3.62 0.75  0.212
Br1 0.97 -1.36 -4.90  -0.077
C27 1.86 0.23 -4.38  0.088
C28 2.13 1.17 -5.36  -0.651
C29 2.73 2.37 -5.01  -0.678
C30 3.05 2.64 -3.69  -0.976
C31 2.76 1.70 -2.72  -0.276
C32 2.17 0.48 -3.04  0.566
C33 1.92 -0.52 -1.95  -0.134
O1 2.26 -1.68 -2.04  -0.604
O2 1.35 0.03 -0.90  0.399
H28 1.87 0.96 -6.39  0.438
H29 2.95 3.10 -5.79  0.415
H30 3.53 3.57 -3.42  0.445
H31 3.02 1.89 -1.68  0.454
C34 0.35 4.69 -0.22  -1.447
C35 0.26 3.52 0.70  0.723
C36 -0.09 3.43 2.03  -1.493
C37 0.01 2.07 2.36  0.108
N4 0.39 1.37 1.29  0.909
N5 0.54 2.28 0.30  0.631
C38 -0.26 1.45 3.70  -1.040
H32 0.73 5.56 0.30  0.437
H33 -0.64 4.93 -0.62  0.204
H34 1.00 4.47 -1.07  0.251
H35 -0.36 4.23 2.70  0.570
H36 0.81 1.93 -0.62  -0.508
H37 -0.15 2.20 4.47  0.524
H38 0.42 0.62 3.91  0.062
H39 -1.27 1.04 3.75  0.093

Density functional theory data (ωB97M-V with the def2-TZVPD basis set) for C38H39BrGaN5O2P as an isolated structure.

## Properties
Kohn-Sham gap ... 8.6803 eV
Energy above the lowest of the compared OMol25 structures with the same formula, charge and spin ... 40.3 kcal/mol
Total charge ... +1

Last column: Mulliken charge in e.
Cartesian coordinates (Å):
Ga1 0.37 -0.19 -0.09  1.750
C1 1.82 0.44 3.22  -1.612
N1 0.93 -0.46 2.49  1.404
C2 -0.39 -0.45 3.11  -1.339
C3 1.46 -1.83 2.53  -1.658
C4 1.19 -2.67 1.31  0.979
C5 1.47 -4.03 1.37  -0.891
C6 1.36 -4.83 0.25  -0.732
C7 0.96 -4.28 -0.96  -0.933
C8 0.66 -2.93 -1.02  -0.751
C9 0.75 -2.13 0.11  1.489
H1 1.90 0.13 4.28  0.408
H2 1.42 1.45 3.19  0.356
H3 2.81 0.43 2.78  0.375
H4 -0.32 -0.65 4.19  0.458
H5 -1.01 -1.21 2.65  0.508
H6 -0.86 0.53 2.98  0.083
H7 1.06 -2.34 3.41  0.498
H8 2.54 -1.78 2.66  0.541
H9 1.81 -4.46 2.31  0.461
H10 1.59 -5.89 0.32  0.398
H11 0.90 -4.90 -1.85  0.457
H12 0.34 -2.50 -1.97  0.403
N2 0.73 2.90 1.17  0.557
P1 1.86 2.11 0.12  -0.303
C10 2.11 3.45 -1.12  0.960
C11 1.77 3.26 -2.45  -0.083
C12 2.00 4.26 -3.39  -0.729
C13 2.55 5.46 -2.99  -0.642
C14 2.87 5.67 -1.65  -0.830
C15 2.66 4.67 -0.72  -0.824
C16 3.44 2.25 0.99  0.278
C17 3.65 3.00 2.15  -0.046
C18 4.92 3.07 2.70  -0.857
C19 5.98 2.41 2.09  -0.600
C20 5.77 1.66 0.94  -0.620
C21 4.50 1.58 0.39  -0.811
C22 -0.60 2.68 0.90  0.280
C23 -1.56 3.64 1.21  -1.280
C24 -2.87 3.43 0.84  -0.461
C25 -3.21 2.28 0.13  -1.322
C26 -2.22 1.36 -0.11  -0.862
N3 -0.95 1.52 0.32  0.904
H13 0.95 3.85 1.43  0.428
H14 1.31 2.34 -2.76  0.517
H15 1.75 4.09 -4.43  0.527
H16 2.72 6.25 -3.71  0.407
H17 3.29 6.62 -1.34  0.437
H18 2.95 4.83 0.31  0.369
H19 2.83 3.49 2.65  0.377
H20 5.08 3.64 3.60  0.430
H21 6.97 2.46 2.53  0.411
H22 6.59 1.13 0.48  0.458
H23 4.33 1.00 -0.51  0.481
H24 -1.26 4.55 1.72  0.546
H25 -3.62 4.18 1.08  0.454
H26 -4.21 2.11 -0.23  0.526
H27 -2.41 0.44 -0.64  0.916
Br1 3.74 0.39 -4.12  -0.107
C27 1.98 0.40 -4.81  0.326
C28 1.87 0.67 -6.17  -0.576
C29 0.62 0.74 -6.77  -0.575
C30 -0.53 0.53 -6.02  -0.922
C31 -0.42 0.27 -4.67  -0.472
C32 0.82 0.21 -4.03  -0.095
C33 0.80 0.01 -2.55  0.495
O1 1.82 -0.15 -1.86  -0.505
O2 -0.35 0.06 -1.97  -1.090
H28 2.77 0.83 -6.75  0.447
H29 0.56 0.96 -7.82  0.419
H30 -1.50 0.57 -6.49  0.428
H31 -1.30 0.13 -4.06  0.560
C34 -5.10 -1.65 3.04  -1.327
C35 -4.18 -1.94 1.90  0.614
C36 -4.13 -2.96 0.99  -1.277
C37 -3.05 -2.66 0.13  0.525
N4 -2.46 -1.53 0.50  0.292
N5 -3.17 -1.11 1.58  -0.036
C38 -2.63 -3.42 -1.08  -1.140
H32 -5.75 -2.51 3.22  0.367
H33 -5.72 -0.78 2.84  0.281
H34 -4.53 -1.45 3.95  0.321
H35 -4.77 -3.82 0.93  0.503
H36 -2.97 -0.22 2.00  0.167
H37 -3.51 -3.75 -1.63  0.466
H38 -2.05 -4.30 -0.80  0.218
H39 -2.02 -2.79 -1.72  0.044